(1)
Molecular formula: C21H95N2O31
Method: DFT, the ωB97M-V functional and the def2-TZVPD basis

The geometry in XYZ format:
```
149
Properties=species:S:1:pos:R:3:mulliken_spin:R:1
C 1.1135 3.6329 -1.5106 0.0000
O 0.0766 2.7872 -0.8929 -0.0001
C -0.1329 3.2596 0.4901 0.0000
C -1.5299 2.6082 1.0617 0.0000
C -1.4448 0.9974 1.3827 0.0000
C 0.0922 0.3749 1.2617 0.0000
C 0.1080 -1.2337 1.7101 0.0000
C 1.6720 -1.7119 1.9720 0.0000
C 1.9061 -3.2914 1.5735 0.0000
C 3.1448 -3.3326 0.4505 0.0001
C 3.1452 -4.7259 -0.4128 0.0013
C 4.3606 -4.8761 -1.4991 -0.0003
C 4.1425 -4.0814 -2.9152 -0.0020
O 3.3531 -2.8527 -2.8409 0.0056
C 1.9249 -3.0550 -3.1038 -0.0063
N 0.7158 -3.5646 -3.2252 0.0008
C 3.6690 -5.1812 -4.0315 0.0194
C 3.8448 -4.6981 -5.5937 0.0160
C 2.3007 -4.6878 -6.2370 0.0027
C 4.6098 -5.9464 -6.4035 0.0039
N 4.5252 -3.3754 -5.7946 0.3535
O 3.6923 -2.3258 -5.8100 0.5684
C 5.7607 -3.1687 -4.9693 0.0030
C 7.1457 -3.8209 -5.6432 0.0180
C 6.0456 -1.5198 -4.9709 -0.0034
C 5.6720 -3.6030 -3.3975 0.0185
H 0.5583 4.5891 -1.9512 0.0000
H 1.6533 3.0327 -2.3856 0.0000
H 1.8995 3.9626 -0.6817 0.0000
H 0.7901 3.0887 1.2023 0.0000
H -0.2821 4.4318 0.4266 0.0000
H -1.8599 3.2216 2.0093 0.0000
H -2.3545 2.7808 0.2359 0.0000
H -2.2000 0.4144 0.7026 0.0000
H -1.7708 0.8325 2.5142 0.0000
H 0.7984 1.0252 1.9492 0.0000
H 0.5072 0.3976 0.1625 0.0000
H -0.3700 -1.8191 0.7866 0.0000
H -0.4963 -1.3805 2.7049 0.0000
H 1.9897 -1.6013 3.1100 0.0000
H 2.3649 -0.9680 1.3646 0.0000
H 2.1642 -3.9779 2.5103 0.0000
H 0.9064 -3.6793 1.0544 0.0000
H 2.9640 -2.3873 -0.2449 0.0000
H 4.1848 -3.1445 0.9905 0.0000
H 2.1227 -4.8830 -1.0065 -0.0003
H 3.2377 -5.6300 0.3441 0.0000
H 4.4661 -6.0441 -1.7220 0.0008
H 5.3967 -4.5592 -0.9981 0.0001
H 4.4126 -6.1081 -3.9036 -0.0013
H 2.5917 -5.6531 -3.8260 0.0022
H 2.3418 -4.6546 -7.4090 -0.0010
H 1.6041 -3.8878 -5.7447 0.0053
H 1.8386 -5.7478 -5.9410 -0.0007
H 3.7942 -6.7619 -6.6035 0.0009
H 5.5396 -6.3188 -5.7916 -0.0002
H 4.9050 -5.4716 -7.4582 -0.0045
H 8.1247 -3.3237 -5.2388 0.0006
H 7.0860 -3.6426 -6.8162 -0.0078
H 7.2069 -4.9712 -5.3612 0.0007
H 5.9764 -1.0503 -6.0417 0.0000
H 5.3815 -0.9772 -4.1681 0.0060
H 7.1770 -1.3928 -4.6161 -0.0015
H 6.4415 -4.4973 -3.2454 0.0015
H 5.9440 -2.6786 -2.7043 -0.0010
O 3.2024 1.1503 -0.8390 0.0000
H 2.9188 0.2767 -1.1478 0.0001
H 2.4858 1.7405 -1.1165 -0.0001
O 1.9503 0.7873 -2.9759 0.0007
H 2.1673 1.4553 -3.6435 -0.0003
H 2.1918 -0.0513 -3.3969 0.0010
O 4.0969 -4.7052 3.5916 0.0000
H 4.0419 -5.4774 4.1745 0.0000
H 4.4133 -3.9963 4.1716 0.0000
O -3.7951 3.9685 3.1210 0.0000
H -4.5541 3.6847 2.5897 0.0000
H -3.4700 4.7575 2.6618 0.0000
O 5.5456 -1.9342 3.9021 0.0000
H 6.3077 -1.4365 4.2344 0.0000
H 5.7009 -1.9901 2.9472 0.0000
O -1.4677 -4.3614 -5.2486 0.0000
H -0.9417 -4.0982 -4.4785 0.0000
H -1.8125 -5.2348 -5.0090 0.0000
O -6.5191 3.8125 3.4562 0.0000
H -6.5741 3.0403 4.0391 0.0000
H -6.2028 4.5214 4.0362 0.0000
O -9.3783 2.4879 3.8793 0.0000
H -8.7269 3.0332 3.4133 0.0000
H -9.8252 2.0006 3.1710 0.0000
O -11.6608 0.9024 2.4256 0.0000
H -11.9444 0.0288 2.1168 0.0000
H -12.3774 1.4926 2.1481 0.0000
O -5.4469 4.2355 6.1428 0.0000
H -5.2330 5.0617 6.6018 0.0000
H -4.8176 3.5954 6.5078 0.0000
O -9.8212 4.1208 0.7307 0.0000
H -8.9682 3.9106 1.1397 0.0000
H -10.2762 4.6543 1.3995 0.0000
O -12.3232 5.2123 1.7563 0.0000
H -12.6068 4.3386 1.4474 0.0000
H -13.0398 5.8025 1.4787 0.0000
O -1.8098 4.4131 5.7928 0.0000
H -1.1584 4.9585 5.3268 0.0000
H -2.2567 3.9258 5.0844 0.0000
O -3.0950 6.6747 3.8039 0.0000
H -3.1500 5.9025 4.3867 0.0000
H -2.7787 7.3836 4.3839 0.0000
O -11.3800 -1.7691 2.6187 0.0000
H -10.8540 -1.5058 3.3887 0.0000
H -11.7248 -2.6424 2.8583 0.0000
O -2.5296 -1.6873 -0.7258 0.0000
H -2.3126 -1.0193 -1.3933 0.0000
H -2.2881 -2.5260 -1.1468 0.0000
O 8.1389 -1.5436 3.1408 0.0000
H 9.0550 -1.2935 3.3339 0.0000
H 8.2152 -2.1469 2.3863 0.0000
O -4.5596 1.1132 6.0663 0.0000
H -4.3426 1.7812 5.3987 0.0000
H -4.3181 0.2745 5.6452 0.0000
O 0.3802 5.5434 -3.9500 0.0000
H 0.0966 4.6698 -4.2588 0.0000
H -0.3365 6.1337 -4.2275 0.0000
O -4.3347 -5.5732 -5.0313 0.0000
H -5.0937 -5.8570 -5.5626 0.0000
H -4.0096 -4.7842 -5.4905 0.0000
O -1.6451 7.6832 6.0752 0.0000
H -1.7002 6.9111 6.6580 0.0000
H -1.3288 8.3921 6.6552 0.0000
O -7.0648 7.0142 3.3315 0.0000
H -6.1488 7.2643 3.5246 0.0000
H -6.9885 6.4110 2.5770 0.0000
O -4.2054 1.1797 9.0088 0.0000
H -3.4433 1.6774 9.3411 0.0000
H -4.0501 1.1238 8.0539 0.0000
O -2.5181 2.6604 -2.7029 0.0000
H -1.6651 2.4502 -2.2939 0.0000
H -2.9731 3.1939 -2.0341 0.0000
O -0.2748 0.6293 4.3368 0.0000
H 0.6709 0.5764 4.5416 0.0000
H -0.4147 1.5626 4.1170 0.0000
O 8.8226 0.0859 -5.7072 -0.0001
H 8.7940 0.9443 -5.2584 0.0000
H 9.1416 0.2979 -6.5974 0.0000
O 10.0553 -2.9122 -6.2327 -0.0001
H 10.0266 -2.0539 -5.7839 0.0000
H 10.3743 -2.7002 -7.1228 0.0000
O 0.6499 5.6788 4.8574 0.0000
H 0.8638 6.5050 5.3163 0.0000
H 1.2793 5.0387 5.2223 0.0000
```

Strongest force on any atom ... 11.99 eV/Å
Energy ... -3298.53597 a.u.
2S+1 ... 2
Charge ... 0
⟨S²⟩ ... 0.7546
HOMO (alpha / beta) ... -8.8 / -9.5 eV


(2)
Molecular formula: C22H10F15GeOSSbSe4Tc
Method: DFT, the ωB97M-V functional and the def2-TZVPD basis

The geometry in XYZ format:
```
56
Properties=species:S:1:pos:R:3:mulliken_spin:R:1
Tc 2.2792 -1.1625 1.9854 1.2827
Se 5.1374 -5.2009 1.4397 0.0725
Sb 4.6783 -3.5792 3.0674 0.0456
Se 2.0318 -3.2033 3.0131 -0.3206
Se 4.6048 -1.1918 1.9383 -0.2656
Se 5.3620 -3.1322 5.2682 0.0508
C 1.3322 0.8743 4.6381 0.0034
C 2.5153 1.3306 3.8166 -0.0183
O 2.3832 0.9793 2.4117 0.0137
C 1.7691 1.9737 1.5632 0.0099
C 2.4317 1.8938 0.2115 0.0050
H 1.4693 1.1983 5.6712 0.0014
H 1.2480 -0.2104 4.6313 0.0019
H 0.4014 1.3019 4.2617 0.0006
H 3.4409 0.8655 4.1460 0.0138
H 2.6325 2.4135 3.8665 0.0050
H 1.9423 2.9493 2.0175 0.0021
H 0.6968 1.7903 1.5144 -0.0059
H 3.4855 2.1644 0.2819 0.0005
H 1.9405 2.5775 -0.4830 -0.0004
H 2.3547 0.8839 -0.1944 0.0041
F -0.9249 -1.6594 -3.7167 0.0003
C -1.6248 -2.3918 -2.8442 0.0036
C -1.7748 -1.9725 -1.5318 0.0082
C -2.5508 -2.7642 -0.6999 -0.0121
F -2.7459 -2.3818 0.5688 -0.0011
C -3.1432 -3.9322 -1.1311 -0.0008
F -3.8838 -4.6700 -0.3088 0.0000
C -2.9606 -4.3278 -2.4438 0.0003
F -3.5240 -5.4458 -2.8808 0.0000
C -2.2036 -3.5566 -3.3062 0.0007
F -2.0477 -3.9379 -4.5714 0.0000
Ge -0.9456 -0.3770 -0.7668 -0.0025
S 0.2247 -1.0305 0.9730 0.0970
C 0.2631 0.5200 -2.0199 0.0017
C 1.3465 -0.1864 -2.5199 0.0062
F 1.5218 -1.4581 -2.1506 0.0000
C 2.2636 0.3790 -3.3798 0.0000
F 3.2952 -0.3209 -3.8392 0.0000
C 2.0985 1.6993 -3.7627 0.0004
F 2.9711 2.2621 -4.5866 0.0001
C 1.0294 2.4344 -3.2863 -0.0007
F 0.8801 3.7057 -3.6541 0.0000
C 0.1299 1.8388 -2.4234 0.0026
F -0.8837 2.5908 -1.9736 0.0001
C -2.4015 0.8070 -0.2053 0.0027
C -2.5804 1.4042 1.0299 -0.0121
F -1.6783 1.2505 2.0055 -0.0048
C -3.6809 2.1934 1.3051 0.0000
F -3.8258 2.7554 2.5031 0.0000
C -4.6333 2.4055 0.3265 0.0002
F -5.6894 3.1645 0.5843 0.0000
C -4.4813 1.8366 -0.9251 0.0004
F -5.3886 2.0549 -1.8722 0.0000
C -3.3719 1.0560 -1.1667 0.0068
F -3.2158 0.5390 -2.3957 0.0007
```

Strongest force on any atom ... 0.37 eV/Å
Energy ... -14819.37605 a.u.
Energy above the lowest of the compared OMol25 structures with the same formula, charge and spin ... 0.656 eV
2S+1 ... 2
Charge ... 0
⟨S²⟩ ... 1.2133
HOMO (alpha / beta) ... -8.3 / -8.3 eV


(3)
Molecular formula: C22H12Cl68IN2
Method: DFT, the ωB97M-V functional and the def2-TZVPD basis

The geometry in XYZ format:
```
105
Properties=species:S:1:pos:R:3:lowdin_charge:R:1
C 3.3933 -0.7039 0.8730 -0.1265
C 3.7563 -2.2035 0.5201 -0.3054
C 4.9616 -2.7184 1.4016 -0.8733
I 6.9020 -2.6224 0.3379 0.4519
N 4.6565 -3.9885 1.9552 -0.1363
C 5.3922 -4.1674 3.2110 -0.4069
N 4.8303 -5.2446 4.0349 -0.1496
C 3.5161 -4.8857 4.6067 -0.1613
H 3.7351 -0.4059 1.8931 0.0611
H 3.9482 -0.0432 0.1535 0.0660
H 2.2906 -0.5139 0.8423 0.0229
H 2.8397 -2.8038 0.7578 0.0802
H 4.0061 -2.3213 -0.5576 0.0264
H 5.0406 -1.9978 2.2666 0.0514
H 6.4577 -4.4272 2.9247 0.0719
H 5.4156 -3.2325 3.8507 0.1014
H 4.7836 -6.1058 3.4998 0.0128
H 3.3194 -3.7896 4.5905 0.0702
H 2.6698 -5.4619 4.1467 0.0674
H 3.5444 -5.1845 5.6923 0.0551
C -0.3398 1.4296 -1.2001 -1.9726
Cl -0.1015 3.1670 -1.4597 0.4815
Cl -0.3569 1.0864 0.5375 0.5160
Cl -1.8824 0.9224 -1.9129 0.4692
Cl 0.9858 0.5404 -1.9693 0.5070
C -3.1315 3.7871 1.2692 -1.9800
Cl -2.6806 5.0045 0.0619 0.5253
Cl -1.7482 3.4537 2.3248 0.4893
Cl -4.4857 4.4000 2.2427 0.4610
Cl -3.6195 2.2911 0.4533 0.5083
C 3.3950 -4.7063 -3.1541 -1.9938
Cl 2.6623 -5.4282 -4.6021 0.4827
Cl 3.0147 -5.6934 -1.7348 0.5164
Cl 5.1551 -4.6241 -3.3565 0.5019
Cl 2.7427 -3.0747 -2.9329 0.4973
C -7.6430 7.1704 3.8153 -1.9799
Cl -6.2853 6.2112 3.1945 0.4510
Cl -7.9034 6.7853 5.5265 0.4998
Cl -7.2708 8.8943 3.6444 0.4839
Cl -9.1080 6.7880 2.8918 0.5115
C 4.5427 -0.4177 -5.4046 -1.9709
Cl 5.2545 -2.0384 -5.3413 0.5259
Cl 5.8293 0.7991 -5.5334 0.4663
Cl 3.4709 -0.3060 -6.8163 0.4719
Cl 3.6053 -0.1270 -3.9292 0.4710
C -0.1109 -0.2544 -9.2610 -2.0294
Cl -0.4617 1.4796 -9.3819 0.5200
Cl 1.6383 -0.4940 -9.1045 0.4816
Cl -0.9256 -0.9253 -7.8370 0.5209
Cl -0.6925 -1.0793 -10.7194 0.5160
C -10.2123 3.4665 5.2594 -2.0263
Cl -10.8580 2.7210 3.7859 0.5202
Cl -10.5414 2.4129 6.6471 0.5210
Cl -8.4606 3.6874 5.0897 0.4973
Cl -10.9949 5.0369 5.5162 0.4992
C -5.5759 -0.7812 -3.4861 -2.0319
Cl -7.3255 -0.9551 -3.2527 0.5177
Cl -4.7574 -2.2642 -2.9652 0.5195
Cl -5.2338 -0.4869 -5.2008 0.5193
Cl -4.9843 0.5857 -2.5238 0.4864
C 6.9476 -8.4863 3.8933 -2.0352
Cl 7.6536 -10.1166 3.9203 0.4891
Cl 8.2415 -7.2841 3.7646 0.5255
Cl 5.8642 -8.3346 2.4978 0.5362
Cl 6.0346 -8.2157 5.3882 0.5148
C 3.6898 3.9494 -3.9530 -2.0024
Cl 3.1213 3.3262 -5.5135 0.5153
Cl 4.2812 5.6107 -4.1598 0.5185
Cl 2.3482 3.9275 -2.7941 0.4807
Cl 5.0013 2.9217 -3.3514 0.4853
C -0.9466 -4.0074 -0.6422 -2.0167
Cl -1.5608 -4.5982 -2.1998 0.5077
Cl -0.3237 -2.3608 -0.8416 0.4925
Cl -2.2667 -3.9988 0.5463 0.5013
Cl 0.3548 -5.0663 -0.0790 0.5201
C 1.1549 -6.3892 -8.0784 -2.0409
Cl 0.8311 -4.6486 -8.1776 0.5057
Cl 2.9003 -6.6577 -7.9191 0.5113
Cl 0.3193 -7.0666 -6.6682 0.5083
Cl 0.5671 -7.1854 -9.5513 0.5099
C -3.1364 10.1473 3.8894 -2.0350
Cl -2.6828 11.3582 2.6756 0.5158
Cl -1.7509 9.8213 4.9456 0.5230
Cl -4.4875 10.7631 4.8608 0.5019
Cl -3.6243 8.6501 3.0764 0.5020
C -2.5262 0.5502 5.5909 -2.0265
Cl -3.1444 0.5094 7.2539 0.5115
Cl -3.1566 1.9822 4.7571 0.4870
Cl -0.7554 0.6176 5.6198 0.5324
Cl -3.0457 -0.9090 4.7306 0.5028
C 9.9300 1.6295 -4.5489 -2.0311
Cl 9.9665 2.7135 -5.9535 0.5070
Cl 11.1271 2.1674 -3.3564 0.5177
Cl 8.3148 1.6599 -3.8229 0.4904
Cl 10.3125 -0.0216 -5.0673 0.5231
C -3.6146 -4.9966 6.0582 -2.0381
Cl -5.3628 -5.1829 6.2962 0.5097
Cl -2.7900 -6.4897 6.5402 0.5221
Cl -3.2827 -4.6639 4.3485 0.5033
Cl -3.0244 -3.6490 7.0459 0.5019
C -9.5082 10.4760 0.5600 -2.0341
Cl -10.1247 10.4605 2.2234 0.4988
Cl -10.1361 11.9013 -0.2882 0.5163
Cl -7.7356 10.5359 0.5818 0.5067
Cl -10.0387 9.0074 -0.2797 0.5139
```

Strongest force on any atom ... 5.81 eV/Å
Energy ... -32545.50138 a.u.
2S+1 ... 1
Charge ... -1
HOMO ... -2.9 eV


(4)
Molecular formula: C22H13F3NO5Rh
Method: DFT, the ωB97M-V functional and the def2-TZVPD basis

The geometry in XYZ format:
```
45
Properties=species:S:1:pos:R:3:lowdin_charge:R:1
Rh 0.3418 -1.5219 -0.1115 1.2232
O -2.9119 -3.7510 -0.6623 0.1009
C -1.9749 -2.9925 -0.6754 -0.5667
O -1.1488 -2.7573 0.3004 -0.1189
C -1.6859 -2.1720 -1.9249 -0.1528
C -2.4670 -2.2211 -3.0596 0.0260
C -2.1240 -1.4114 -4.1308 -0.0295
C -1.0170 -0.5806 -4.0339 -0.0323
C -0.2771 -0.5822 -2.8658 -0.0710
N -0.6148 -1.3756 -1.8520 -0.0426
H -3.3197 -2.8854 -3.0653 0.1296
H -2.7175 -1.4210 -5.0353 0.1156
H -0.7285 0.0673 -4.8486 0.1126
H 0.5937 0.0424 -2.7170 0.1266
F -6.0970 4.8636 2.3222 0.1394
C -4.8918 5.2818 1.8928 -0.5914
F -5.1234 6.0283 0.7956 0.1367
F -4.4068 6.1071 2.8312 0.1358
C -3.9741 4.1334 1.5997 -0.1290
C -4.3554 3.2093 0.6336 -0.0102
C -3.5306 2.1416 0.3397 -0.0173
C -2.3110 1.9829 1.0079 -0.2452
C -1.9445 2.9150 1.9780 -0.0145
C -2.7719 3.9861 2.2725 -0.0055
C -1.4584 0.8772 0.6904 -0.0826
C -0.7069 -0.0265 0.4221 -0.0903
H -5.2985 3.3282 0.1158 0.1246
H -3.8216 1.4150 -0.4066 0.1156
H -1.0051 2.7917 2.4989 0.1193
H -2.4817 4.7055 3.0250 0.1189
O 3.8657 -3.7974 1.8734 0.0913
C 4.6890 -2.8590 1.3593 -0.2530
C 6.0731 -2.9623 1.4824 -0.0173
C 6.8997 -2.0045 0.9275 -0.0716
C 6.3675 -0.9277 0.2279 -0.0783
C 4.9974 -0.8265 0.0965 -0.0114
C 4.1419 -1.7738 0.6624 -0.0702
C 2.6901 -1.5706 0.5013 -0.5355
O 2.2723 -0.8432 -0.4711 -0.1021
O 1.8088 -2.0431 1.2871 -0.0420
H 4.3894 -4.4802 2.3071 0.1166
H 6.4950 -3.8052 2.0184 0.1163
H 7.9718 -2.1017 1.0404 0.1086
H 7.0160 -0.1797 -0.2058 0.1036
H 4.5526 -0.0029 -0.4439 0.1201
```

Strongest force on any atom ... 0.90 eV/Å
Energy ... -1687.26411 a.u.
Energy above the lowest of the compared OMol25 structures with the same formula, charge and spin ... 0.201 eV
2S+1 ... 1
Charge ... 0
HOMO ... -8.5 eV